# C4H9F2N

C4H9F2N in the gas phase in a non-equilibrium geometry (ωB97M-V/def2-TZVPD, the OMol25 dataset).

Cartesian coordinates (Å):
1 C 1.41799 0.81617 1.16281
2 N -0.02608 0.35001 1.15314
3 C -0.08188 -1.00101 1.69456
4 C -0.94064 0.83558 0.02449
5 C -0.75896 0.00806 -1.35335
6 F -0.18094 -1.31882 -0.94968
7 F 0.46446 0.49728 -1.78003
8 H 1.70490 0.59611 2.23249
9 H 1.35450 1.84548 1.26524
10 H 2.07649 0.49875 0.38572
11 H 0.26810 -1.91097 1.03715
12 H -1.12671 -1.25447 1.62954
13 H 0.16518 -1.14320 2.82127
14 H -1.06179 1.82145 -0.25508
15 H -1.97412 0.72882 0.34260
16 H -1.59475 -0.19100 -2.13461

Results
Structure (SMILES)   CN(C)CC(F)F
E_HOMO   -8.52 eV
E_LUMO   0.97 eV
Total charge   0
Frontier orbital gap   9.48 eV

***

# C5H8O2

2 unconnected molecules or ions with the total composition C5H8O2 (ωB97M-V/def2-TZVPD, the OMol25 dataset).

Cartesian coordinates (Å):
1 C 0.39967 -1.18606 -1.13778
2 C 0.28267 -0.91376 0.15172
3 C 0.94922 -0.58118 1.41054
4 C -0.50964 -1.03822 1.37523
5 H 1.34232 -1.03546 -1.65998
6 H -0.43513 -1.59293 -1.70449
7 H 1.72418 -1.26360 1.74755
8 H 1.10354 0.46302 1.66768
9 H -0.77076 -2.04548 1.68671
10 H -1.24238 -0.27142 1.61044
11 O -0.57040 1.78801 0.31051
12 C -0.68365 2.22092 -0.81096
13 O -0.42799 1.56063 -1.93393
14 H -1.02067 3.24101 -1.03674
15 H -0.14096 0.65451 -1.67650

Results
Structure (SMILES)   C=C1CC1.O=CO
E_HOMO   -9.84 eV
E_LUMO   1.01 eV
Total charge   0
Frontier orbital gap   10.85 eV

***

# C6H10

2 unconnected molecules or ions with the total composition C6H10 in a non-equilibrium geometry (ωB97M-V/def2-TZVPD, the OMol25 dataset).

Cartesian coordinates (Å):
1 C -1.04114 -0.72413 -2.01059
2 C 1.97614 -0.14608 -0.54257
3 C -1.34918 -0.54147 -0.75215
4 C 1.19241 0.21835 0.38558
5 C -2.22869 -0.05010 0.31720
6 C 1.33700 0.71784 1.71046
7 H -1.73051 -0.79261 -2.84383
8 H 0.12700 -0.84341 -2.37224
9 H 3.08298 -0.33509 -0.40344
10 H 1.67563 -0.42741 -1.55531
11 H -2.06545 -0.59831 1.19849
12 H -3.25735 -0.08497 0.03118
13 H -1.88062 0.90655 0.53813
14 H 1.74501 0.07329 2.39708
15 H 2.03060 1.59784 1.76717
16 H 0.38618 1.02971 2.13484

Results
E_HOMO (spin up / spin down)   -7.62 / -8.05 eV
E_LUMO (spin up / spin down)   0.40 / 0.82 eV
Total charge   0
Frontier orbital gap (spin up / spin down)   8.03 / 8.86 eV

***

# C5H15N2O

A gas-phase ion, C5H15N2O (charge +1) in a non-equilibrium geometry (ωB97M-V/def2-TZVPD, the OMol25 dataset).

Cartesian coordinates (Å):
1 C -0.32864 -0.76240 -2.50068
2 C 0.62065 -0.53844 -1.33071
3 N 1.86110 -1.39640 -1.59814
4 C 0.01869 -0.88466 0.01797
5 N -0.63989 0.31369 0.50950
6 C 0.04176 0.96572 1.63719
7 C -0.90590 1.94793 2.27856
8 O -1.95540 1.15075 2.82409
9 H -0.91342 0.14787 -2.67679
10 H 0.22201 -0.82698 -3.43890
11 H -1.01962 -1.58140 -2.33020
12 H 0.96693 0.49038 -1.39032
13 H 2.25060 -1.15615 -2.50962
14 H 2.60155 -1.21679 -0.91410
15 H 1.68189 -2.39848 -1.51720
16 H 0.81897 -1.19018 0.71310
17 H -0.68867 -1.71925 -0.05145
18 H -1.59477 0.11535 0.79936
19 H 0.92063 1.48498 1.26120
20 H 0.36790 0.24366 2.39981
21 H -0.40481 2.49639 3.06824
22 H -1.28925 2.61650 1.51397
23 H -2.63232 1.69788 3.23512

Results
Structure (SMILES)   C[C@H]([NH3+])CNCCO
E_HOMO   -12.70 eV
E_LUMO   -3.55 eV
Total charge   +1
Frontier orbital gap   9.15 eV

***

# C13H14N4O2Pd

A molecular structure, C13H14N4O2Pd (ωB97M-V/def2-TZVPD, the OMol25 dataset).

Cartesian coordinates (Å):
1 Pd 1.39156 0.63554 -0.63853
2 N 5.10692 2.29041 -1.07605
3 C 3.87189 1.93267 -0.71844
4 O 3.39875 0.85228 -1.11137
5 C 3.04153 2.80828 0.16245
6 C 1.58461 2.58873 -0.24849
7 H 5.65094 1.66659 -1.64963
8 H 5.51554 3.14807 -0.75495
9 H 3.37263 3.85015 0.13725
10 H 3.20068 2.43651 1.17972
11 H 1.38114 3.11035 -1.18856
12 H 0.88796 2.95096 0.50654
13 C -0.46374 -1.02295 1.50029
14 C -1.20186 -0.23262 0.46745
15 O -0.63582 0.61432 -0.22572
16 C -2.65353 -0.43491 0.28200
17 C -3.39148 -1.25776 1.13099
18 C -4.74934 -1.43212 0.92182
19 C -5.37638 -0.79515 -0.13913
20 C -4.64496 0.02048 -0.99414
21 C -3.29058 0.20113 -0.78459
22 H 0.59444 -0.78012 1.46458
23 H -0.59389 -2.09352 1.33993
24 H -0.86530 -0.77728 2.48657
25 H -2.91058 -1.76543 1.95587
26 H -5.31879 -2.06995 1.58427
27 H -6.43621 -0.93835 -0.30444
28 H -5.13321 0.50992 -1.82607
29 H -2.70399 0.82651 -1.44301
30 N 3.85173 -4.94485 -0.21578
31 C 2.88662 -4.30903 -0.16542
32 N 1.74584 -3.64256 -0.03418
33 C 1.58650 -2.49288 -0.57266
34 N 1.30035 -1.45340 -1.02858

Results
E_HOMO   -7.92 eV
E_LUMO   -0.60 eV
Total charge   0
Frontier orbital gap   7.32 eV

***

# C13H28CeNO3P2

A molecular structure, C13H28CeNO3P2 in a non-equilibrium geometry (ωB97M-V/def2-TZVPD, the OMol25 dataset).

Cartesian coordinates (Å):
1 C 1.00411 -1.28299 -4.13936
2 C 1.07869 -0.89418 -2.78983
3 N -0.12253 -0.75047 -2.14337
4 C -1.32427 -0.99932 -2.65366
5 C -1.41138 -1.37235 -3.98992
6 C -0.23286 -1.50334 -4.71635
7 C 2.31430 -0.56208 -2.09985
8 P 2.51260 -0.32454 -0.35307
9 Ce -0.01668 -0.16113 0.23598
10 P -2.53421 0.05484 -0.20564
11 C -2.54692 -1.00423 -1.73155
12 O 1.82583 2.20772 -2.89278
13 O -0.80406 2.66236 -2.57480
14 H 1.92998 -1.39997 -4.66960
15 H -2.38531 -1.56593 -4.39741
16 H -0.27813 -1.79844 -5.75566
17 C 3.10436 -1.73576 0.55071
18 C 3.42446 1.11764 0.05446
19 H -3.43873 -0.68694 -2.28011
20 H -2.71143 -2.03787 -1.37617
21 H 2.06467 1.27937 -2.63066
22 H 3.23888 -0.81898 -2.62396
23 C -3.36576 -0.78770 1.09966
24 C -3.15603 1.63437 -0.55545
25 H 0.44334 1.72846 -0.03160
26 H -0.72404 3.56573 -2.22361
27 H 0.13552 2.43459 -2.82008
28 H 2.18416 2.28920 -3.79031
29 H -0.14933 -1.88880 0.53896
30 H -0.14486 1.44984 -0.89942
31 H 4.13107 -1.84784 0.21243
32 H 3.06751 -1.52939 1.62696
33 H 2.52108 -2.63575 0.33802
34 H 4.44720 0.85649 -0.19761
35 H 3.08037 1.97300 -0.52910
36 H 3.32977 1.33493 1.12278
37 H -4.20078 1.46915 -0.78720
38 H -3.04712 2.26979 0.33026
39 H -2.60807 2.08601 -1.38868
40 H -4.40167 -0.82936 0.78275
41 H -2.96722 -1.79240 1.27432
42 H -3.26103 -0.20866 2.02179
43 C -0.79058 -0.23131 3.42630
44 C -0.55047 0.79017 2.39098
45 O -0.55911 2.01154 2.52116
46 H -0.73210 -1.24850 3.02336
47 H -1.78724 -0.05972 3.84338
48 H -0.04111 -0.11234 4.21554

Results
E_HOMO (spin up / spin down)   -10.33 / -10.33 eV
E_LUMO (spin up / spin down)   -4.77 / -4.77 eV
Total charge   +1
Frontier orbital gap (spin up / spin down)   5.56 / 5.56 eV

***

# C25H35ClN4O3PdSe

A molecular structure, C25H35ClN4O3PdSe (ωB97M-V/def2-TZVPD, the OMol25 dataset).

Cartesian coordinates (Å):
1 Pd -0.00576 1.07496 1.19091
2 C -2.55822 -2.29441 -2.75503
3 C -3.16945 -0.91019 -2.97702
4 C -2.16215 0.17733 -3.35729
5 C -1.31862 0.72359 -2.20997
6 N -0.33873 -0.23621 -1.69864
7 C -0.37255 -0.87128 -0.50294
8 Se -1.72783 -0.67811 0.78145
9 N 0.69707 -1.68941 -0.43229
10 C 1.12026 -2.45416 0.73719
11 C 1.11857 -3.95903 0.48345
12 C -0.24608 -4.53641 0.11284
13 C -1.21754 -4.58518 1.28870
14 C 1.46808 -1.53201 -1.57407
15 C 2.70326 -2.05404 -1.93402
16 C 3.22343 -1.65332 -3.15102
17 C 2.54385 -0.74973 -3.97837
18 C 1.32563 -0.21069 -3.60564
19 C 0.80610 -0.62239 -2.38608
20 H -3.33261 -3.06284 -2.74603
21 H -2.03532 -2.36058 -1.80119
22 H -1.85019 -2.54451 -3.54983
23 H -3.70940 -0.60036 -2.07791
24 H -3.90584 -0.97836 -3.78096
25 H -2.69756 1.03571 -3.77093
26 H -1.50978 -0.19871 -4.15199
27 H -1.94312 1.01559 -1.36825
28 H -0.76563 1.60739 -2.53357
29 H 0.44808 -2.18254 1.54821
30 H 2.11495 -2.09188 1.00156
31 H 1.48041 -4.43715 1.39814
32 H 1.84064 -4.19585 -0.30140
33 H -0.10145 -5.54588 -0.27892
34 H -0.67901 -3.95064 -0.70382
35 H -0.81083 -5.19392 2.09994
36 H -2.17187 -5.02213 0.99021
37 H -1.42346 -3.58833 1.68075
38 H 3.24724 -2.72507 -1.28473
39 H 4.18530 -2.03637 -3.46511
40 H 2.98725 -0.45653 -4.92066
41 H 0.81016 0.50556 -4.23108
42 C -2.97183 5.38904 0.30653
43 N -1.61493 5.24987 -0.18062
44 C -0.96059 4.05562 -0.17086
45 N 0.32111 4.08983 -0.68440
46 O -1.49215 3.02518 0.23730
47 H -3.60219 5.86554 -0.44458
48 H -3.00969 5.97406 1.22681
49 H -3.35446 4.39379 0.51271
50 H -1.12185 6.07129 -0.47943
51 H 0.80510 4.97022 -0.59484
52 H 0.88748 3.34086 -0.31107
53 Cl 5.08845 0.58903 1.90845
54 C 4.19068 1.85013 1.01285
55 C 2.70063 1.54274 0.94702
56 O 1.91725 2.49693 1.22718
57 O 2.33066 0.40228 0.61525
58 H 4.59811 1.87382 0.00478
59 H 4.36440 2.79566 1.51231
60 C -0.11907 0.93579 5.85338
61 C 1.07709 0.75467 5.17397
62 C 1.10508 0.73887 3.78317
63 C -0.07888 0.91421 3.08393
64 C -1.28927 1.07372 3.74886
65 C -1.29913 1.09267 5.13979
66 H -0.13199 0.95276 6.93573
67 H 2.00068 0.62236 5.72443
68 H 2.04000 0.58282 3.26405
69 H -2.21019 1.19991 3.19811
70 H -2.23775 1.22438 5.66457

Results
E_HOMO   -7.59 eV
E_LUMO   0.03 eV
Total charge   0
Frontier orbital gap   7.62 eV

***

# C5H6O3Pt

A molecular structure, C5H6O3Pt in a non-equilibrium geometry (ωB97M-V/def2-TZVPD, the OMol25 dataset).

Cartesian coordinates (Å):
1 O -0.22457 -1.88781 -1.99470
2 C -0.20161 -0.85982 -1.33264
3 O 0.87599 -0.43815 -0.72749
4 O -1.23365 -0.07607 -1.16915
5 C -0.86585 1.06017 -0.36444
6 C 0.58963 0.76152 0.03570
7 C 0.78498 0.47972 1.51206
8 C 0.03210 -0.61281 2.07382
9 Pt -1.27013 -2.74188 -2.84140
10 H -1.54817 1.09902 0.49176
11 H -0.97011 1.96177 -0.97470
12 H 1.28012 1.53409 -0.31828
13 H 0.64796 1.39423 2.12104
14 H 1.77531 -0.08225 1.82554
15 H 0.32802 -1.59173 1.66289

Results
E_HOMO (spin up / spin down)   -12.02 / -14.17 eV
Multiplicity   4
E_LUMO (spin up / spin down)   -4.60 / -6.37 eV
Total charge   +1
Frontier orbital gap (spin up / spin down)   7.42 / 7.80 eV